# 1
20
Properties=species:S:1:pos:R:3 method="wB97M-V/def2-TZVPD" smiles="C[C@]1([NH3+])N=CC=N[C@@H]1N" e_above_lowest_kcal_mol=53.42 max_force_ev_per_a=4.31 total_charge=+1
C -0.16849 -0.16910 1.75054
C 0.35591 -0.37211 0.32204
N 0.92616 -1.72967 0.10014
N 1.56168 0.71119 0.11305
C 1.13761 1.82177 -0.34338
C -0.25873 2.23032 -0.62180
N -1.09070 1.29433 -0.86685
C -0.51839 -0.08031 -0.88277
N -1.56045 -1.06995 -0.95297
H -0.76346 -0.90878 2.20313
H -0.64551 0.83325 1.62664
H 0.62686 -0.10362 2.42789
H 1.27161 -2.00641 0.99610
H 1.70631 -1.81087 -0.65251
H 0.21063 -2.37911 -0.17961
H 2.00096 2.59769 -0.52903
H -0.60523 3.18207 -0.67008
H 0.14211 -0.08810 -1.72749
H -2.25446 -0.68809 -0.28946
H -2.07443 -1.26449 -1.82358

---

# 2
19
Properties=species:S:1:pos:R:3 method="wB97M-V/def2-TZVPD" e_above_lowest_kcal_mol=69.15 max_force_ev_per_a=5.81
H 2.33267 -1.66191 -0.18562
N 1.37237 -1.31013 -0.01533
C 1.21816 -0.08309 0.01444
O 1.91024 1.03178 -0.09825
C 3.33493 1.15334 -0.02670
C -0.51375 0.37591 -0.11072
N -0.98809 1.56028 -0.42552
C -2.31069 1.54631 -0.30593
C -2.74871 0.31071 -0.02004
N -1.59417 -0.47834 0.10997
C -1.61273 -1.95616 0.23178
H 3.46919 2.03037 -0.69141
H 4.01558 0.39572 -0.45764
H 3.53238 1.32350 1.07660
H -2.90781 2.56259 -0.27470
H -3.70489 0.02420 0.42157
H -2.54258 -2.27781 0.64042
H -1.62360 -2.40921 -0.73122
H -0.63850 -2.13806 0.84831

---

| no. | highest occupied orbital energy (eV) |
| --- | --- |
| 1 | -13.7 |
| 2 | -8.5 |